Below is a structure of composition H25O12 at a distorted geometry, with properties calculated with ωB97M-V with the def2-TZVPD basis set.

The geometry in ORCA input format:
```
! RIJCOSX wB97M-V def2-TZVPD def2/J DEFGRID3
* xyz 2 2
O 2.81743 -1.80888 -1.73426
H -1.43598 -1.17268 1.22598
H 0.94716 3.25826 -2.39455
O -0.34983 0.68023 -0.99024
H -0.34808 0.07509 -1.74869
H -0.24861 1.61558 -1.26369
O -1.41028 -0.32818 -3.22193
H -2.32352 0.15928 -0.96213
O -3.05564 -3.08664 -1.45248
H -0.99061 -0.30781 -4.08094
H -3.51752 -2.53486 -2.08642
O 1.57734 -1.44874 2.94806
H 2.35618 -1.79141 3.41551
H 1.12421 -1.26178 3.83041
O -0.25932 -0.99288 1.05111
H 1.54295 1.15726 3.27406
H 0.09555 -0.54961 1.85047
O 0.67028 3.11769 -1.45848
H -0.31612 3.26908 -1.40971
H 2.47626 -1.71151 -2.63990
O 3.59892 -0.05100 1.19631
H -0.19405 -0.33096 0.26295
H 3.73597 -0.24916 2.12556
O -3.11538 0.33614 -1.47641
H -2.33306 0.00893 -3.16091
H -3.51564 1.16157 -1.18193
O -2.63332 -1.42047 1.59003
H -2.60063 -1.81213 2.47349
H -2.96997 -2.10301 0.90201
O 1.03791 0.87790 2.49360
H -2.76284 -3.86242 -1.93642
H 2.56281 -0.89290 -1.53359
O 1.11809 4.25601 1.13274
H 3.78821 -0.85222 0.64559
H 1.08356 3.97340 0.19038
H 1.81007 0.46190 1.87577
H 1.52333 3.45069 1.49432
*
```

The orbital gap (spin up / spin down) is 10.1555 / 2.6516 eV. The expectation value of S² is 0.758. For the HOMO energy (spin up / spin down), the calculation gives -16.54 / -16.54 eV. The max |F| is 0.0623 Eh/bohr.

Atomic partial charges in e from the Löwdin method, atoms 1 to 5:
1. O -0.054
2. H 0.091
3. H 0.125
4. O -0.070
5. H 0.045

Below is a structure of composition H26HeO13 at a distorted geometry, with properties calculated with ωB97M-V with the def2-TZVPD basis set.

The geometry in ORCA input format:
```
! RIJCOSX wB97M-V def2-TZVPD def2/J DEFGRID3
* xyz 0 1
He 0.18224 0.11963 0.19227
O 0.79349 -1.69100 -2.77832
H 0.10689 -1.02483 -2.74578
H 0.86458 -1.91725 -3.70567
O -2.21357 -2.00206 1.02202
H -1.96470 -2.30791 0.14980
H -2.28424 -2.80050 1.54520
O 3.37867 -0.34548 -2.20166
H 3.31264 0.25878 -1.46223
H 2.58791 -0.88183 -2.14464
O 2.88666 1.32842 -0.11792
H 3.72420 1.48521 0.31818
H 2.53905 0.54332 0.30519
O -0.18572 0.21621 4.19453
H 0.42767 0.82995 4.59865
H -0.50905 0.67544 3.41943
O 2.51905 -1.30647 0.95143
H 2.95372 -2.07108 0.57374
H 1.82390 -1.67161 1.49885
O -1.48206 -0.31010 -2.86092
H -2.25237 -0.87497 -2.92230
H -1.74161 0.38479 -2.25594
O -1.70209 0.89290 1.82948
H -1.79625 0.79318 0.88215
H -2.51649 0.54202 2.18986
O 0.63471 3.02325 -0.94784
H 1.45818 2.57334 -0.75886
H 0.89413 3.80142 -1.44120
O 0.23801 -1.86711 2.35384
H 0.16483 -1.25774 3.08838
H -0.63643 -1.88002 1.96471
O -1.42435 -3.16490 -1.41255
H -0.77681 -2.78741 -2.00789
H -2.04857 -3.60844 -1.98687
O -1.14630 3.70924 1.71333
H -0.64141 3.88373 0.91906
H -1.52099 2.83961 1.57333
O -1.64627 1.60927 -1.02800
H -2.15851 2.15342 -1.62610
H -0.84275 2.10759 -0.87873
*
```

The orbital gap is 10.2541 eV. For the HOMO energy, the calculation gives -10.15 eV. The max |F| is 0.0242 Eh/bohr.

Atomic partial charges in e from the Löwdin method, atoms 1 to 5:
1. He 0.207
2. O -0.048
3. H -0.011
4. H 0.062
5. O -0.050

Below is a cluster of 14 separate species, H26NO16 in total at a distorted geometry, with properties calculated with ωB97M-V with the def2-TZVPD basis set.

The geometry in ORCA input format:
```
! RIJCOSX wB97M-V def2-TZVPD def2/J DEFGRID3
* xyz -1 1
N -0.21323 -0.48865 -0.23091
O -0.89223 0.50235 -0.61991
O 0.78977 -0.31465 0.55209
O -0.18523 -1.40565 -1.03991
O 1.82277 -1.78065 2.86809
H 1.63777 -2.46965 2.22109
H 1.12877 -1.18165 2.62309
O 0.35777 1.39135 2.88209
H 0.49777 2.18335 3.37909
H 0.06477 1.76835 2.03409
O -1.60223 3.69735 -0.82691
H -2.06523 2.91835 -1.19391
H -1.10923 3.92935 -1.62891
O -0.88323 -1.05265 2.86309
H -0.52323 -0.16765 2.77509
H -1.43623 -1.14665 2.06809
O 0.85477 2.09735 -2.20291
H 1.73277 1.78135 -2.09891
H 0.33777 1.43135 -1.76191
O -2.89723 -1.11765 -1.93991
H -3.42623 -1.22865 -1.16391
H -2.23723 -0.51665 -1.60991
O -1.31623 -3.38365 0.02309
H -0.95723 -2.58165 -0.42091
H -0.54123 -3.63465 0.52709
O -2.45623 1.92535 1.63809
H -3.11523 2.46835 1.30109
H -1.97123 1.60735 0.87409
O 0.53377 3.21335 0.85109
H -0.14423 3.19835 0.19409
H 0.69077 4.16335 0.78109
O -0.92323 -3.24165 -3.05991
H -0.43723 -3.13165 -2.28391
H -1.12323 -2.37965 -3.35191
O 3.26277 0.62635 1.03009
H 2.38377 0.20935 1.00609
H 3.07477 1.41735 1.59209
O 1.58877 -0.71865 -3.04291
H 0.97577 -1.21365 -2.48391
H 2.10877 -0.23565 -2.40491
O 2.42477 -2.51565 0.00509
H 2.43877 -2.77065 -0.89791
H 1.74877 -1.85165 0.17509
*
```

The orbital gap is 9.1780 eV. For the HOMO energy, the calculation gives -7.34 eV. The max |F| is 0.1193 Eh/bohr.

Atomic partial charges in e from the Löwdin method, atoms 1 to 5:
1. N -0.413
2. O -0.034
3. O -0.033
4. O -0.072
5. O -0.053

Below is a cluster of 14 separate species, H26NO16 in total at a distorted geometry, with properties calculated with ωB97M-V with the def2-TZVPD basis set.

The geometry in ORCA input format:
```
! RIJCOSX wB97M-V def2-TZVPD def2/J DEFGRID3
* xyz -1 1
N 0.22033 -0.13070 0.18986
O -0.69767 0.47630 0.84286
O 0.81833 0.63930 -0.60814
O -0.10167 -1.25970 -0.27414
O -2.88967 -1.29270 0.72386
H -2.81567 -1.05570 1.66986
H -2.09167 -1.05170 0.31386
O 2.59333 -0.00570 2.68786
H 2.57433 0.62430 1.98986
H 1.67233 -0.23670 2.80086
O 0.02133 -0.63870 3.61186
H -0.82067 -0.75170 3.12586
H 0.33333 -1.51270 3.92586
O -2.59467 -0.26770 -2.14814
H -2.54567 0.33430 -1.37514
H -3.46167 -0.27470 -2.54514
O 3.02133 0.90130 -2.52014
H 2.37433 1.58930 -2.69514
H 3.15833 0.36530 -3.30614
O 2.29033 2.33230 1.10186
H 1.65433 1.94430 0.52386
H 2.92633 2.64930 0.48086
O -0.51667 2.83730 -1.81814
H 0.06133 2.11030 -1.59114
H -0.65367 3.31530 -0.99214
O 3.42033 -0.54170 -0.22414
H 2.82433 -0.11570 -0.85614
H 3.68833 0.12930 0.38686
O 0.45933 -1.01970 -3.29614
H 0.29333 -0.86770 -2.36514
H 1.17833 -1.64070 -3.22614
O -2.16367 -2.94370 -2.35314
H -1.45367 -3.59270 -2.22714
H -1.96167 -2.18570 -1.79814
O -0.93067 2.52130 3.03886
H 0.04033 2.50330 3.18386
H -1.01167 1.67930 2.59086
O 0.19733 -3.59370 0.80086
H 0.06933 -2.79570 0.26786
H -0.64667 -4.02470 0.81486
O -2.94667 1.57530 0.02786
H -2.13767 1.24330 0.37386
H -3.44867 2.02930 0.74486
*
```

The orbital gap is 9.1381 eV. For the HOMO energy, the calculation gives -7.52 eV. The max |F| is 0.1644 Eh/bohr.

Atomic partial charges in e from the Löwdin method, atoms 1 to 5:
1. N -0.352
2. O -0.082
3. O -0.064
4. O -0.034
5. O -0.042

Below is a structure of composition H26NeO13 at a distorted geometry, with properties calculated with ωB97M-V with the def2-TZVPD basis set.

The geometry in ORCA input format:
```
! RIJCOSX wB97M-V def2-TZVPD def2/J DEFGRID3
* xyz 0 1
Ne -0.40930 -0.34444 0.35578
O 1.95891 -1.97165 -0.20716
H 1.58588 -1.48824 -0.94432
H 1.19929 -2.27283 0.29134
O 3.60344 1.25576 0.65111
H 3.80731 2.12676 0.99170
H 3.15855 0.81345 1.37407
O 0.40181 -4.78234 0.93377
H 0.16155 -4.58223 0.02908
H 0.24696 -3.96619 1.40933
O -3.18734 1.83312 -1.35039
H -2.98633 2.19885 -0.48895
H -2.33322 1.71363 -1.76563
O -2.59220 -2.29864 -1.65304
H -2.62979 -2.21071 -0.70063
H -2.23484 -3.17450 -1.79928
O -0.64540 1.74874 -2.70265
H -0.16518 2.26518 -3.34987
H -0.02116 1.08181 -2.41672
O 1.01399 2.42897 1.90120
H 0.71695 2.80413 1.07219
H 0.55251 2.93275 2.57163
O 0.40861 0.07016 3.42688
H 0.70154 0.82184 2.91171
H 0.32132 0.40915 4.31778
O 1.04454 -0.54197 -2.51209
H 0.50029 -0.90182 -3.21248
H 1.67320 0.02213 -2.96244
O 2.35904 2.34051 -1.49052
H 2.86105 3.15115 -1.57465
H 2.70191 1.92703 -0.69824
O -3.51016 -2.56748 1.04137
H -3.92633 -3.32261 0.62566
H -4.23997 -2.03762 1.36209
O 0.12328 3.75156 -0.61163
H 0.82498 3.12527 -0.78943
H -0.52502 3.58634 -1.29620
O -0.64285 -2.31853 2.40834
H -1.57833 -2.18216 2.25828
H -0.29947 -1.44434 2.59300
*
```

The orbital gap is 10.5500 eV. For the HOMO energy, the calculation gives -10.56 eV. The max |F| is 0.0240 Eh/bohr.

Atomic partial charges in e from the Löwdin method, atoms 1 to 5:
1. Ne 0.054
2. O -0.053
3. H -0.030
4. H -0.010
5. O -0.026

Below is a cluster of 13 separate species, H26O13 in total at a distorted geometry, with properties calculated with ωB97M-V with the def2-TZVPD basis set.

The geometry in ORCA input format:
```
! RIJCOSX wB97M-V def2-TZVPD def2/J DEFGRID3
* xyz 0 1
H 0.78048 0.62455 0.33617
H 0.02894 -0.53581 -0.29533
H 2.50034 0.99283 3.43277
H 3.69842 1.12398 4.35875
H 4.00291 0.11212 0.86391
H 3.85453 1.11568 1.99567
H 2.54496 -1.34592 -2.96584
H 2.72469 0.07172 -3.48356
H -3.11717 -0.75630 3.01186
H -4.05592 0.42775 2.84806
H -3.07953 -2.84818 1.94103
H -2.79884 -2.32795 3.34125
H -1.96252 -3.15504 -3.14997
H -2.23475 -3.93074 -1.87161
H -1.17097 -3.91053 1.29084
H -1.61165 -2.78918 0.36433
H -1.87644 3.48058 -2.59983
H -2.61889 3.03063 -1.35229
H -1.58379 -0.63668 -1.69718
H -1.69350 -0.20571 -0.24381
H 0.30824 3.15269 0.68023
H 1.61388 2.73919 0.02116
H 3.04670 2.35927 -1.77173
H 3.51497 1.48677 -0.61869
H 0.57515 0.89195 -1.92621
H -0.76895 0.86533 -2.63525
O 0.22842 -0.13384 0.55767
O 2.73735 1.05124 4.36519
O 3.59466 0.95780 1.08105
O 2.42866 -0.42355 -2.71151
O -3.14082 0.15862 2.70962
O -2.97016 -3.14099 2.85278
O -2.00107 -4.05181 -2.79883
O -0.95765 -3.49209 0.44918
O -2.66652 3.66245 -2.07859
O -1.34668 0.07909 -1.09681
O 0.74510 2.40050 0.26508
O 2.94382 1.47808 -1.39503
O -0.21642 1.42148 -2.07453
*
```

The orbital gap is 9.1778 eV. For the HOMO energy, the calculation gives -9.30 eV. The max |F| is 0.0958 Eh/bohr.

Atomic partial charges in e from the Löwdin method, atoms 1 to 5:
1. H -0.020
2. H 0.001
3. H 0.015
4. H 0.032
5. H 0.077

Below is a cluster of 13 separate species, H26O13 in total at a distorted geometry, with properties calculated with ωB97M-V with the def2-TZVPD basis set.

The geometry in ORCA input format:
```
! RIJCOSX wB97M-V def2-TZVPD def2/J DEFGRID3
* xyz 0 1
H 0.09240 -1.03802 -0.46378
H 0.51286 0.16380 -1.29376
H 1.25960 -4.12604 -0.05216
H 0.55953 -4.55784 -1.33024
H -2.71086 -3.09457 -2.14442
H -3.95229 -2.46994 -2.75984
H 3.64131 -2.21263 -0.83025
H 4.24901 -0.85568 -1.14557
H -4.08462 0.33875 1.19172
H -2.98046 1.34072 0.89690
H 2.20536 1.31591 -2.97242
H 3.49066 1.38502 -2.16416
H -2.33396 -1.68245 1.30189
H -1.93848 -0.49041 2.15785
H -2.83281 1.01870 -1.96190
H -2.06545 -0.13966 -1.34593
H 0.64247 0.45112 4.54862
H 0.27742 0.29086 3.08195
H 2.27929 0.34088 0.87010
H 2.14778 -0.29505 2.24427
H 5.40692 0.69018 -0.09281
H 4.08265 1.15176 0.49311
H -1.30527 3.47611 -1.90401
H -2.05969 4.74980 -1.55961
H -1.48838 2.46801 0.67916
H -0.73250 1.57291 1.64739
O 0.65181 -0.25362 -0.43618
O 0.74174 -3.78173 -0.78854
O -3.55560 -2.69377 -1.91041
O 3.90864 -1.38476 -0.41535
O -3.64023 0.78755 0.46366
O 2.59227 1.73284 -2.19430
O -2.26632 -1.39470 2.21928
O -2.93046 0.09642 -1.69951
O 0.27195 -0.18097 3.92239
O 1.70588 -0.23357 1.38991
O 4.47450 0.79637 -0.31259
O -1.50370 4.06653 -1.16846
O -0.74578 2.46937 1.29359
*
```

The orbital gap is 10.3061 eV. For the HOMO energy, the calculation gives -10.23 eV. The max |F| is 0.0513 Eh/bohr.

Atomic partial charges in e from the Löwdin method, atoms 1 to 5:
1. H 0.038
2. H 0.038
3. H 0.042
4. H 0.034
5. H 0.027

Number 1: electronic energy -917.088480 hartree. Number 2: electronic energy -996.658676 hartree. Number 3: electronic energy -1274.133696 hartree. Number 4: electronic energy -1274.118085 hartree. Number 5: electronic energy -1122.670044 hartree. Number 6: electronic energy -993.562547 hartree. Number 7: electronic energy -993.591260 hartree.